(1)
A cluster of 12 separate species, C38H84N12O10 in total in a non-equilibrium geometry. Source: the OMol25 dataset; level of theory: ωB97M-V/def2-TZVPD.

```
144
Properties=species:S:1:pos:R:3:lowdin_charge:R:1
C -0.94 -5.16 -1.46 -0.32
O -0.49 -5.93 -0.57 -0.06
N -0.93 -5.49 -2.75 -0.18
C -1.73 -4.70 -3.71 -0.04
C -0.45 -6.79 -3.23 -0.05
H -1.31 -4.14 -1.29 0.10
H -2.65 -5.22 -3.96 0.09
H -1.26 -4.43 -4.65 0.08
H -2.05 -3.73 -3.32 0.06
H 0.21 -7.36 -2.58 0.08
H -1.36 -7.39 -3.31 0.09
H 0.03 -6.67 -4.20 0.08
C 1.48 1.64 -4.31 -0.33
O 0.51 1.34 -5.01 -0.03
N 1.62 2.85 -3.75 -0.18
C 2.60 3.08 -2.68 -0.05
C 0.61 3.86 -4.03 -0.04
H 2.32 0.94 -4.20 0.12
H 2.08 3.63 -1.90 0.07
H 3.36 3.80 -3.00 0.09
H 3.17 2.23 -2.29 0.09
H 1.08 4.84 -3.92 0.09
H 0.39 3.82 -5.10 0.09
H -0.26 3.74 -3.39 0.09
C -4.40 0.91 3.55 -0.37
O -5.28 1.29 4.31 0.01
N -3.25 1.52 3.29 -0.16
C -2.18 0.93 2.49 -0.05
C -3.02 2.93 3.70 -0.01
H -4.50 -0.11 3.13 0.12
H -1.40 0.88 3.25 0.07
H -1.88 1.52 1.63 0.07
H -2.43 -0.10 2.23 0.07
H -1.98 3.17 3.91 0.08
H -3.24 3.59 2.86 0.06
H -3.64 3.32 4.52 0.09
C 2.52 -2.23 -3.52 -0.32
O 2.87 -1.13 -3.11 -0.03
N 2.84 -3.36 -2.88 -0.16
C 2.51 -4.69 -3.42 -0.04
C 3.60 -3.48 -1.63 -0.05
H 2.16 -2.35 -4.55 0.15
H 3.34 -5.39 -3.29 0.09
H 2.17 -4.71 -4.46 0.09
H 1.80 -5.07 -2.69 0.07
H 4.57 -3.96 -1.78 0.09
H 3.76 -2.51 -1.15 0.07
H 3.03 -4.13 -0.97 0.08
C -2.89 -2.92 1.28 -0.34
O -3.88 -2.25 1.24 0.02
N -2.10 -3.04 2.38 -0.16
C -0.78 -3.75 2.42 -0.03
C -2.45 -2.42 3.62 -0.07
H -2.48 -3.43 0.39 0.12
H 0.01 -3.01 2.48 0.04
H -0.74 -4.57 1.71 0.08
H -0.62 -4.27 3.37 0.08
H -3.20 -1.63 3.60 0.06
H -2.64 -3.18 4.38 0.10
H -1.60 -1.82 3.94 0.07
C -5.04 3.17 0.51 -0.34
O -5.65 4.21 0.42 0.01
N -5.48 2.07 -0.13 -0.17
C -4.90 0.72 0.03 -0.04
C -6.54 2.04 -1.14 -0.04
H -4.14 2.94 1.09 0.11
H -4.07 0.63 0.73 0.05
H -4.60 0.35 -0.94 0.08
H -5.65 0.06 0.46 0.09
H -6.23 1.59 -2.08 0.06
H -7.26 1.38 -0.65 0.09
H -6.95 3.05 -1.26 0.09
C 0.96 1.67 5.80 -0.30
O 0.82 2.81 6.27 -0.01
N 1.08 1.39 4.46 -0.16
C 1.22 -0.03 4.01 -0.05
C 1.25 2.47 3.53 -0.07
H 1.04 0.79 6.46 0.13
H 2.16 -0.23 3.51 0.04
H 0.53 -0.31 3.21 0.05
H 1.12 -0.75 4.82 0.09
H 1.14 3.42 4.06 0.09
H 2.27 2.45 3.13 0.07
H 0.56 2.51 2.70 0.07
C 5.11 2.48 1.27 -0.35
O 4.82 3.10 0.25 -0.01
N 4.47 1.40 1.67 -0.16
C 4.85 0.79 2.94 -0.05
C 3.34 0.83 0.93 -0.03
H 5.86 2.75 2.04 0.14
H 5.18 -0.23 2.73 0.07
H 4.12 0.68 3.73 0.07
H 5.61 1.30 3.53 0.09
H 3.03 1.55 0.17 0.08
H 3.60 -0.13 0.48 0.08
H 2.51 0.54 1.58 0.05
C -1.42 -0.55 -1.61 -0.26
O -1.47 -1.81 -1.68 -0.07
N -0.42 0.00 -0.86 -0.14
C -0.32 1.49 -0.71 -0.04
C 0.66 -0.81 -0.24 -0.04
H -2.22 0.14 -1.93 0.12
H -1.17 2.01 -1.14 0.09
H 0.62 1.74 -1.22 0.07
H -0.17 1.78 0.33 0.05
H 0.60 -0.85 0.85 0.05
H 0.53 -1.85 -0.54 0.08
H 1.65 -0.47 -0.56 0.06
C -0.84 5.22 1.32 -0.28
O -1.24 4.24 0.63 -0.04
N 0.45 5.47 1.67 -0.20
C 0.80 6.75 2.24 -0.05
C 1.52 4.68 1.16 -0.06
H -1.50 6.07 1.58 0.14
H 1.62 6.59 2.95 0.09
H 0.03 7.44 2.59 0.10
H 1.30 7.30 1.45 0.09
H 2.00 5.23 0.35 0.10
H 2.31 4.55 1.91 0.08
H 1.23 3.67 0.86 0.07
C 5.18 -5.26 0.99 -0.10
C 5.70 -3.89 1.44 -0.24
C 4.86 -3.31 2.60 -0.17
C 3.48 -2.98 2.20 -0.18
N 2.41 -2.74 1.79 0.20
H 5.80 -5.70 0.22 0.08
H 4.15 -5.24 0.63 0.06
H 5.24 -5.94 1.84 0.08
H 5.64 -3.22 0.59 0.10
H 6.74 -4.00 1.73 0.11
H 5.35 -2.41 2.96 0.10
H 4.73 -4.04 3.40 0.12
C -4.93 2.03 -4.27 -0.11
C -3.81 2.05 -5.30 -0.27
C -2.55 1.26 -4.97 -0.19
C -2.91 -0.16 -4.86 -0.22
N -3.20 -1.29 -4.77 0.16
H -5.10 0.96 -4.11 0.07
H -5.81 2.54 -4.66 0.08
H -4.63 2.60 -3.39 0.07
H -3.55 3.10 -5.40 0.10
H -4.18 1.85 -6.31 0.11
H -2.13 1.55 -4.01 0.10
H -1.79 1.46 -5.72 0.11
```

The lowest unoccupied orbital energy is -0.024 eV. The SMILES is CN(C)C=O.CN(C)C=O.CN(C)C=O.CN(C)C=O.CN(C)C=O.CN(C)C=O.CN(C)C=O.CN(C)C=O.CN(C)C=O.CN(C)C=O.CCCC#N.CCCC#N. Its spin multiplicity is 1. The calculation puts the HOMO-LUMO gap at 8.61 eV.


(2)
A structure of composition C38H89AlN12O17P in a non-equilibrium geometry. Source: the OMol25 dataset; level of theory: ωB97M-V/def2-TZVPD.

```
158
Properties=species:S:1:pos:R:3:lowdin_charge:R:1
Al 4.65 -2.14 -1.07 1.05
P 5.51 -3.60 -3.84 -0.01
O 6.17 -3.96 -5.23 -0.29
O 6.60 -3.58 -2.76 -0.17
O 4.07 -4.07 -3.27 -0.36
O 5.35 -2.09 -3.87 -0.14
C -0.18 -0.34 0.52 -0.14
C 0.29 -1.05 -0.67 -0.53
O 1.70 -1.23 -0.73 -0.39
H 0.05 -0.84 1.46 0.05
H -1.25 -0.15 0.40 0.04
H 0.37 0.58 0.66 0.07
H -0.05 -0.47 -1.53 0.07
H -0.14 -2.05 -0.75 0.06
C -5.08 -2.92 0.61 -0.34
O -4.96 -1.73 0.84 -0.01
N -4.10 -3.76 0.85 -0.19
C -4.18 -5.12 0.43 -0.07
C -2.86 -3.42 1.51 -0.02
H -5.90 -3.45 0.10 0.14
H -3.63 -5.46 -0.45 0.09
H -5.17 -5.50 0.21 0.09
H -3.95 -5.73 1.30 0.09
H -2.87 -3.86 2.50 0.09
H -2.02 -3.87 0.99 0.08
H -2.69 -2.35 1.62 0.09
C 2.32 -5.20 -1.12 -0.36
O 3.33 -4.85 -0.57 -0.03
N 1.13 -5.37 -0.55 -0.19
C -0.02 -5.43 -1.40 -0.08
C 0.94 -5.10 0.84 -0.03
H 2.38 -5.48 -2.19 0.13
H -0.85 -5.99 -0.97 0.07
H 0.20 -5.92 -2.34 0.09
H -0.45 -4.48 -1.71 0.07
H 1.96 -5.00 1.21 0.10
H 0.29 -4.24 0.99 0.08
H 0.47 -6.00 1.25 0.08
C 5.01 1.22 -4.65 -0.35
O 6.10 0.67 -4.60 0.01
N 4.83 2.53 -4.83 -0.19
C 3.52 3.04 -5.15 -0.05
C 5.89 3.57 -4.81 -0.03
H 4.03 0.72 -4.66 0.14
H 2.94 3.27 -4.25 0.06
H 3.02 2.33 -5.82 0.09
H 3.72 3.89 -5.80 0.08
H 6.85 3.14 -4.54 0.08
H 6.01 3.93 -5.83 0.08
H 5.60 4.40 -4.17 0.07
C 3.74 1.68 -1.27 -0.30
O 4.38 0.74 -0.82 -0.09
N 4.09 2.98 -1.03 -0.16
C 3.30 4.04 -1.57 -0.09
C 5.31 3.39 -0.23 0.00
H 2.85 1.59 -1.92 0.14
H 4.02 4.75 -1.98 0.08
H 2.73 4.60 -0.83 0.06
H 2.61 3.72 -2.34 0.05
H 4.96 3.82 0.71 0.05
H 5.90 2.53 0.11 0.08
H 5.88 4.15 -0.76 0.08
C -1.29 -3.69 5.43 -0.31
O -0.25 -3.30 4.82 -0.03
N -1.78 -4.95 5.59 -0.20
C -3.12 -5.17 6.11 -0.07
C -0.94 -6.10 5.22 -0.03
H -2.00 -2.99 5.90 0.12
H -3.02 -5.78 7.01 0.08
H -3.77 -5.75 5.45 0.08
H -3.67 -4.26 6.35 0.09
H -0.20 -6.24 6.01 0.09
H -1.50 -7.03 5.29 0.08
H -0.41 -5.96 4.28 0.08
C 2.48 4.77 4.86 -0.30
O 3.38 4.57 5.71 -0.03
N 2.66 5.46 3.69 -0.18
C 1.49 5.79 2.79 -0.04
C 3.94 5.68 3.10 -0.06
H 1.40 4.67 5.08 0.13
H 0.52 5.52 3.21 0.07
H 1.53 5.17 1.90 0.07
H 1.34 6.83 2.50 0.08
H 4.65 5.31 3.84 0.09
H 4.01 5.20 2.12 0.06
H 4.08 6.75 2.98 0.09
C -1.09 1.66 3.65 -0.31
O -0.22 2.36 4.18 -0.02
N -2.30 2.06 3.18 -0.18
C -3.27 1.14 2.57 -0.02
C -2.62 3.41 3.26 -0.07
H -0.94 0.61 3.34 0.13
H -3.33 0.15 3.01 0.10
H -2.97 0.99 1.53 0.07
H -4.27 1.56 2.48 0.06
H -3.67 3.66 3.43 0.09
H -2.12 3.86 4.12 0.09
H -2.25 3.82 2.32 0.08
C -7.52 0.39 2.47 -0.35
O -7.92 0.57 3.62 -0.01
N -7.23 1.43 1.72 -0.17
C -6.37 1.11 0.56 -0.07
C -7.09 2.81 2.15 -0.05
H -7.36 -0.57 1.96 0.13
H -5.43 0.63 0.81 0.05
H -6.16 2.05 0.03 0.08
H -6.87 0.49 -0.17 0.09
H -7.40 3.60 1.46 0.09
H -7.62 2.98 3.08 0.09
H -6.04 3.01 2.35 0.07
C -0.70 2.81 -2.74 -0.28
O 0.21 2.81 -3.60 -0.05
N -0.79 3.87 -1.93 -0.15
C -1.71 3.77 -0.79 -0.07
C -0.01 5.19 -1.90 -0.01
H -1.42 2.00 -2.54 0.13
H -1.27 3.54 0.18 0.08
H -2.49 3.07 -1.09 0.07
H -2.30 4.68 -0.67 0.08
H 0.54 5.40 -0.99 0.06
H 0.58 5.25 -2.82 0.08
H -0.77 5.97 -1.90 0.08
C 0.07 -2.22 -6.43 -0.33
O -0.62 -1.67 -7.29 -0.03
N 0.63 -1.66 -5.30 -0.17
C 1.48 -2.46 -4.40 -0.03
C 0.15 -0.36 -4.90 -0.07
H 0.21 -3.31 -6.51 0.12
H 0.90 -2.45 -3.48 0.08
H 2.46 -2.08 -4.11 0.07
H 1.75 -3.40 -4.87 0.08
H 0.96 0.35 -4.72 0.07
H -0.45 0.16 -5.65 0.09
H -0.43 -0.47 -3.98 0.06
C -3.61 0.00 -1.76 -0.35
O -4.08 1.12 -1.91 -0.01
N -3.35 -0.91 -2.71 -0.18
C -2.86 -2.18 -2.37 -0.08
C -3.73 -0.77 -4.11 -0.02
H -3.22 -0.31 -0.78 0.11
H -1.99 -2.30 -3.03 0.09
H -3.56 -2.99 -2.57 0.09
H -2.50 -2.23 -1.35 0.08
H -2.85 -0.84 -4.75 0.08
H -4.39 -1.59 -4.37 0.09
H -4.30 0.14 -4.31 0.09
C 2.99 -1.21 2.36 -0.27
O 3.84 -1.97 1.82 -0.12
N 3.41 -0.17 3.13 -0.19
C 2.43 0.75 3.71 -0.06
C 4.80 0.23 3.23 -0.04
H 1.90 -1.31 2.44 0.12
H 2.59 0.84 4.78 0.09
H 2.52 1.72 3.21 0.08
H 1.42 0.38 3.55 0.06
H 4.84 1.29 3.46 0.08
H 5.28 -0.41 3.98 0.09
H 5.27 0.20 2.25 0.08
```

The lowest unoccupied orbital energy is -0.910 eV. Its spin multiplicity is 1. The calculation puts the HOMO-LUMO gap at 3.10 eV. Its charge is -1.